Entry 1:
{
  "formula": "C5H7NO2",
  "method": "wB97M-V/def2-TZVPD",
  "smiles": "C[C@H](C=O)C(O)=C=N",
  "relative_energy_ev": 3.118,
  "lumo_ev": 0.323,
  "energy_ha": -399.8510,
  "spin_multiplicity": 1,
  "orbital_gap_ev": 8.26,
  "e_homo_ev": -7.938,
  "symbols": ["C", "C", "C", "O", "C", "O", "C", "N", "H", "H", "H", "H", "H", "H", "H"],
  "coordinates": [[-0.46219, 1.25151, -1.19916], [-0.28506, -0.21765, -0.78911], [-1.50081, -0.63095, 0.07724], [-1.61531, -1.56281, 0.83907], [0.90432, -0.42930, 0.08971], [1.97315, -1.08935, -0.45312], [0.69642, -0.15926, 1.37638], [0.88969, -0.23346, 2.58875], [-0.58489, 1.88358, -0.32113], [0.41399, 1.59899, -1.74222], [-1.35298, 1.36596, -1.81353], [-0.18358, -0.85050, -1.67611], [-2.43461, -0.21539, -0.35898], [2.58675, -1.33608, 0.25026], [0.95513, 0.62471, 3.13195]]
}



Entry 2:
{
  "formula": "C12H21AlClCsF7IKN3O12S3",
  "method": "wB97M-V/def2-TZVPD",
  "lumo_ev": -5.871,
  "energy_ha": -5050.2085,
  "spin_multiplicity": 1,
  "orbital_gap_ev": 1.36,
  "e_homo_ev": -7.233,
  "symbols": ["I", "C", "C", "C", "C", "C", "C", "C", "N", "H", "H", "H", "H", "H", "H", "H", "H", "H", "H", "H", "H", "H", "Cl", "Cs", "O", "H", "Al", "N", "O", "O", "O", "C", "F", "F", "F", "S", "O", "O", "N", "S", "O", "O", "C", "F", "F", "F", "F", "C", "O", "O", "O", "H", "C", "S", "O", "C", "H", "H", "H", "H", "H", "H", "K"],
  "coordinates": [[-1.21980, 3.45423, -0.71559], [-1.71222, 2.20490, -2.33892], [-2.24056, 0.80753, -2.15805], [-1.33049, -0.19568, -1.45654], [0.15465, -0.07202, -1.66499], [1.09875, -1.14913, -1.17269], [2.38747, -0.40899, -1.61215], [2.01044, -0.03302, -2.97777], [0.72073, 0.12643, -3.04467], [-0.88407, 2.28120, -3.04278], [-2.61824, 2.70265, -2.73861], [-3.15329, 0.86525, -1.57249], [-2.51670, 0.43653, -3.14284], [-1.44934, -0.07006, -0.38068], [-1.64132, -1.21654, -1.68495], [0.46416, 0.85154, -1.15819], [0.99357, -1.45858, -0.14380], [1.03439, -1.97221, -1.88327], [2.50797, 0.51263, -1.02587], [3.30127, -0.98716, -1.55582], [2.68820, 0.07226, -3.81014], [0.18239, 0.33566, -3.90047], [1.67794, -2.56595, -4.14465], [-0.59936, -0.21302, -5.30103], [-4.39484, -0.47768, -3.42729], [-4.89332, -0.77833, -2.65217], [-3.78962, 3.84843, -3.96580], [-6.77855, -2.87097, -3.10804], [-6.21787, -2.02743, -2.34024], [-6.09236, -3.52475, -3.87240], [-7.99292, -2.97773, -3.02467], [1.20659, 1.30784, 2.64110], [0.51827, 0.93664, 1.52560], [0.75082, 2.49532, 3.03620], [0.96984, 0.43564, 3.59542], [2.95552, 1.40457, 2.06657], [2.89293, 2.40027, 1.01703], [3.20953, 0.06917, 1.58012], [3.61339, 1.84202, 3.38299], [5.18704, 2.13660, 3.51864], [5.59121, 3.31809, 2.82299], [6.00669, 0.97679, 3.42517], [5.15399, 2.59870, 5.30825], [4.72454, 1.58911, 6.05401], [4.36053, 3.64793, 5.51353], [6.39406, 2.91660, 5.67244], [3.76042, -1.97385, 2.25795], [2.24818, -5.70206, -1.62040], [1.23986, -5.03678, -1.87209], [3.17357, -5.70444, -2.82584], [2.64558, -6.31316, -0.65697], [2.59007, -5.16231, -3.36149], [-3.61014, 0.28931, 4.67016], [-4.14586, 1.70595, 3.71223], [-5.13509, 1.22000, 2.71874], [-2.61153, 1.92566, 2.81332], [-4.45850, -0.03574, 5.26804], [-3.30289, -0.50819, 3.99418], [-2.78801, 0.58337, 5.32217], [-2.37710, 1.01089, 2.26745], [-1.80231, 2.17625, 3.49961], [-2.77198, 2.74617, 2.11741], [4.11370, -4.79634, -4.44697]]
}



Entry 3:
{
  "formula": "C19H17F3N6O3S",
  "method": "wB97M-V/def2-TZVPD",
  "smiles": "O=C(Nc1cccc(C(F)(F)F)c1)Nc1cc(S(=O)(=O)NC2CC2)cnc1-n1ccnc1",
  "relative_energy_ev": 3.350,
  "lumo_ev": -0.469,
  "energy_ha": -1986.1367,
  "spin_multiplicity": 1,
  "orbital_gap_ev": 8.82,
  "e_homo_ev": -9.290,
  "symbols": ["O", "C", "N", "C", "C", "C", "C", "C", "C", "F", "F", "F", "C", "N", "C", "C", "C", "S", "O", "O", "N", "C", "C", "C", "C", "N", "C", "N", "C", "C", "N", "C", "H", "H", "H", "H", "H", "H", "H", "H", "H", "H", "H", "H", "H", "H", "H", "H", "H"],
  "coordinates": [[-0.37147, -0.72237, 3.01406], [-1.25349, -0.48482, 2.22532], [-2.15885, 0.55675, 2.54727], [-2.15770, 1.69074, 1.80732], [-3.41717, 2.14685, 1.40423], [-3.65246, 3.44214, 0.92829], [-2.49439, 4.24956, 0.69010], [-1.16071, 3.78859, 0.95632], [0.08127, 4.56193, 0.65231], [0.72453, 5.00025, 1.82584], [1.09755, 3.72874, 0.06047], [-0.11725, 5.70208, -0.09559], [-1.05273, 2.51289, 1.62031], [-1.43079, -1.32988, 1.16800], [-0.41332, -1.95386, 0.45838], [0.79271, -1.36665, 0.20604], [1.65588, -2.08143, -0.63039], [3.34892, -1.48284, -0.88926], [4.19996, -2.41763, -1.64559], [3.85933, -0.80406, 0.32467], [3.19034, -0.30758, -2.03865], [3.65458, 1.09287, -1.64954], [4.37168, 1.80956, -2.76989], [5.13099, 1.47056, -1.44706], [1.32704, -3.27053, -1.24507], [0.15222, -3.87493, -0.95386], [-0.76165, -3.17917, -0.18908], [-2.03752, -3.81076, -0.05777], [-2.67443, -4.63819, -0.98602], [-3.92469, -4.72311, -0.57461], [-4.13659, -4.13837, 0.63203], [-2.97467, -3.63515, 1.02022], [-3.12757, 0.16993, 2.77438], [-4.31925, 1.55888, 1.60231], [-4.79829, 3.80222, 0.82799], [-2.84900, 5.20376, 0.45620], [-0.20687, 2.32363, 2.27090], [-2.23002, -1.09951, 0.64973], [1.05047, -0.43662, 0.68627], [3.54274, -0.59617, -2.94198], [3.15578, 1.61041, -0.80336], [4.61311, 1.31330, -3.69654], [4.09668, 2.90455, -2.89464], [5.96956, 0.72713, -1.50158], [5.56514, 2.29971, -0.80459], [1.94062, -3.76785, -1.97202], [-2.31633, -5.07550, -1.89315], [-4.67556, -5.31400, -1.09249], [-2.80835, -3.15606, 1.96379]]
}



Entry 4:
{
  "formula": "C13H25IP2Pt",
  "method": "wB97M-V/def2-TZVPD",
  "relative_energy_ev": 1.700,
  "lumo_ev": [0.299, -1.306],
  "energy_ha": -1609.9240,
  "s2": 2.0156,
  "spin_multiplicity": 3,
  "orbital_gap_ev": [6.03, 5.74],
  "e_homo_ev": [-5.729, -7.049],
  "symbols": ["C", "C", "H", "H", "H", "H", "H", "H", "Pt", "C", "H", "H", "H", "I", "C", "P", "C", "C", "C", "C", "C", "C", "C", "P", "C", "C", "H", "H", "H", "H", "H", "H", "H", "H", "H", "H", "H", "H", "H", "H", "H", "H"],
  "coordinates": [[0.24023, -2.12102, -2.46030], [0.27556, 1.38803, -2.85935], [1.33449, -2.16430, -2.35203], [0.02443, -2.03442, -3.52969], [-0.19215, -3.06554, -2.11289], [1.34740, 1.58079, -2.71129], [0.13581, 0.93004, -3.84949], [-0.30137, 2.31912, -2.82159], [-0.34035, -0.26284, -1.71902], [-2.17457, 0.80235, -2.24929], [-2.08883, 1.89056, -2.18303], [-2.99715, 0.46525, -1.60673], [-2.36746, 0.50782, -3.28600], [-2.66833, -2.20667, -2.14658], [-1.60403, 2.06834, 0.60822], [-0.04700, 1.46067, -0.11467], [0.92000, 2.95695, -0.45713], [0.80986, 0.79032, 1.35834], [1.38249, 1.60844, 2.33291], [1.96410, 1.03186, 3.46713], [1.93623, -0.35309, 3.63453], [1.33165, -1.17106, 2.67848], [0.78760, -0.60003, 1.52702], [-0.08580, -1.58988, 0.25259], [0.95012, -3.08235, 0.23481], [-1.58123, -2.09084, 1.15532], [-2.32298, 2.32814, -0.17272], [-1.37309, 2.95660, 1.20848], [-2.03258, 1.29796, 1.25954], [0.87104, 3.63873, 0.39953], [1.96437, 2.66644, -0.62763], [0.53640, 3.46969, -1.34634], [1.38685, 2.69059, 2.21705], [2.42764, 1.67174, 4.21775], [2.38143, -0.81003, 4.52094], [1.29653, -2.25088, 2.83386], [1.08707, -3.46406, 1.24898], [0.49089, -3.86149, -0.37849], [1.92919, -2.82613, -0.18430], [-1.29021, -2.76944, 1.96725], [-2.06533, -1.20421, 1.57451], [-2.27891, -2.59216, 0.47135]]
}



Entry 5:
{
  "formula": "C27H62N5O",
  "method": "wB97M-V/def2-TZVPD",
  "relative_energy_ev": 0.000,
  "lumo_ev": -2.664,
  "charge": 1,
  "energy_ha": -1414.6935,
  "spin_multiplicity": 1,
  "orbital_gap_ev": 6.71,
  "e_homo_ev": -9.378,
  "symbols": ["C", "C", "C", "C", "C", "C", "O", "C", "C", "N", "C", "N", "H", "H", "H", "H", "H", "H", "H", "H", "H", "H", "H", "H", "H", "H", "H", "H", "H", "C", "C", "N", "C", "C", "C", "C", "H", "H", "H", "H", "H", "H", "H", "H", "H", "H", "H", "H", "H", "H", "H", "C", "C", "N", "C", "C", "C", "C", "H", "H", "H", "H", "H", "H", "H", "H", "H", "H", "H", "H", "H", "H", "H", "C", "C", "N", "C", "C", "C", "C", "H", "H", "H", "H", "H", "H", "H", "H", "H", "H", "H", "H", "H", "H", "H"],
  "coordinates": [[0.17510, -0.69949, -1.38902], [1.22807, -1.21103, -2.39303], [2.68451, -0.91717, -1.94454], [1.00178, -2.67626, -2.80170], [-0.37434, -2.83008, -3.49326], [0.98564, -3.66539, -1.64333], [2.20672, -3.66851, -0.87236], [2.17218, -3.13546, 0.32427], [1.20229, -2.87784, 1.26345], [1.85975, -2.32107, 2.34263], [3.15926, -2.24535, 2.09392], [3.37009, -2.72852, 0.87328], [-0.37995, -1.48932, -0.89121], [-0.52876, -0.04761, -1.89853], [0.64614, -0.07610, -0.63190], [1.09081, -0.63172, -3.30317], [2.71355, -0.56665, -0.91486], [3.09548, -0.11149, -2.54765], [3.33454, -1.77568, -2.08299], [1.76810, -2.97185, -3.51579], [-0.30515, -3.51346, -4.33401], [-0.75574, -1.87132, -3.82516], [-1.10740, -3.25967, -2.80986], [0.88087, -4.66980, -2.04495], [0.10988, -3.48838, -1.02410], [0.14983, -3.06349, 1.19222], [1.38815, -2.01457, 3.17812], [3.90291, -1.86349, 2.76653], [4.27827, -2.79569, 0.42778], [6.56736, -1.47727, -3.02690], [6.96247, -0.78621, -1.73118], [7.05442, -1.69597, -0.59863], [7.17007, -1.01029, 0.67807], [8.41605, -0.17010, 0.97287], [7.93477, -2.84323, -0.78370], [9.40640, -2.57147, -1.11525], [5.62746, -2.02058, -2.91049], [6.43373, -0.73280, -3.81188], [7.32918, -2.17632, -3.37116], [6.19802, -0.04118, -1.49221], [7.89548, -0.22956, -1.89855], [7.05953, -1.76098, 1.46956], [6.29046, -0.35922, 0.76318], [9.28086, -0.79056, 1.20009], [8.23508, 0.45878, 1.84631], [8.67034, 0.48947, 0.14381], [7.51361, -3.46320, -1.57796], [7.87564, -3.46175, 0.11600], [9.52008, -1.78735, -1.86427], [9.86226, -3.47585, -1.52044], [9.98227, -2.28962, -0.23564], [-5.91210, 0.35440, 2.69739], [-5.39131, -0.35105, 1.45495], [-3.94581, -0.28440, 1.30845], [-3.48446, -0.71527, 0.00337], [-3.69529, -2.18158, -0.40080], [-3.17355, -0.75577, 2.44037], [-3.37771, -2.20493, 2.90925], [-5.59559, 1.39785, 2.71516], [-7.00190, 0.33261, 2.69722], [-5.57952, -0.12740, 3.61785], [-5.83133, 0.13336, 0.57963], [-5.76348, -1.38747, 1.45777], [-2.41866, -0.47796, -0.07521], [-3.97724, -0.08481, -0.74280], [-2.99910, -2.85209, 0.10628], [-3.52387, -2.29275, -1.47423], [-4.70923, -2.52402, -0.19762], [-3.37910, -0.09463, 3.28543], [-2.11414, -0.59438, 2.21109], [-4.43157, -2.48074, 2.93839], [-2.98468, -2.32349, 3.92168], [-2.85804, -2.92377, 2.27483], [-3.83261, 3.54060, 1.27887], [-4.15279, 4.82159, 0.52449], [-5.52061, 4.86821, 0.04331], [-5.76366, 5.95159, -0.89452], [-5.64113, 7.39328, -0.38628], [-6.54760, 4.65584, 1.04901], [-6.58899, 5.60832, 2.25182], [-4.04339, 2.66001, 0.66980], [-2.77297, 3.52283, 1.54055], [-4.39509, 3.45909, 2.20970], [-3.49485, 4.88220, -0.34684], [-3.89738, 5.68096, 1.16517], [-6.75750, 5.81039, -1.32731], [-5.06343, 5.82141, -1.72576], [-6.49349, 7.68523, 0.22528], [-5.60793, 8.07769, -1.23597], [-4.73084, 7.54937, 0.19320], [-6.44197, 3.63503, 1.42661], [-7.51715, 4.66732, 0.54552], [-5.59429, 5.80257, 2.65557], [-7.18370, 5.16306, 3.05187], [-7.04911, 6.56344, 2.00506]]
}